(1)
19
Properties=species:S:1:pos:R:3:forces:R:3:lowdin_charge:R:1 method="wB97M-V/def2-TZVPD" e_lumo_ha=0.0359 orbital_gap_ev=9.73 molar_mass_g_mol=100.161 de_lowest_kcal_mol=37.78 homo_ev=-8.7554
C -1.345 1.321 -2.584 -0.0195 -0.0657 0.1180 0.00
C -1.139 0.800 -1.379 0.0618 0.3092 -0.2153 -0.31
O -1.715 -0.363 -0.982 0.0044 -0.0178 0.0311 -0.02
C 0.765 -1.377 0.557 -0.0685 0.0092 0.1814 -0.19
C 1.812 -0.646 -0.234 0.0257 0.0742 0.0091 -0.09
C 0.042 -0.922 1.587 0.0786 -0.1021 -0.1192 -0.20
C 0.052 0.459 2.180 0.0546 0.0743 -0.0176 -0.10
H 1.514 -0.548 -1.285 0.0224 -0.0359 0.1606 0.08
H -0.904 2.272 -2.857 -0.0288 -0.1456 0.0756 0.05
H -1.970 0.803 -3.304 0.0587 0.0952 0.0647 0.06
H -0.506 1.294 -0.637 -0.1250 -0.1030 -0.1382 0.10
H -1.254 -0.673 -0.188 -0.0536 -0.0337 -0.0864 0.04
H 0.586 -2.404 0.238 0.0473 0.1154 0.1033 0.11
H 2.022 0.354 0.155 -0.0488 -0.1523 -0.0514 0.07
H 2.749 -1.216 -0.218 -0.1283 0.0843 -0.0121 0.08
H -0.655 -1.620 2.052 0.0961 0.0834 -0.0734 0.11
H 0.693 1.154 1.629 -0.0754 -0.1216 0.0964 0.06
H 0.393 0.437 3.221 -0.0494 -0.0173 -0.1372 0.08
H -0.964 0.873 2.187 0.1479 -0.0501 0.0106 0.08

---

(2)
19
Properties=species:S:1:pos:R:3:forces:R:3:lowdin_charge:R:1 method="wB97M-V/def2-TZVPD" e_lumo_ha=0.0290 smiles="CC(O)O.C=CC" orbital_gap_ev=10.25 molar_mass_g_mol=104.149 de_lowest_kcal_mol=57.93 homo_ev=-9.4572
C 0.110 0.507 1.404 -0.7273 -0.0212 -2.0842 -0.52
C 0.725 -0.226 2.579 0.1838 -0.3397 -0.0546 -0.03
O 0.883 1.638 1.056 0.3055 -0.0177 0.1621 -0.03
O -1.210 0.909 1.710 -0.0964 -0.0352 0.2259 -0.02
H 1.227 2.052 1.863 -0.0786 -0.1435 -0.2284 0.09
H -1.184 1.458 2.509 -0.0569 -0.1628 -0.1872 0.09
H -0.024 -0.898 -0.582 -0.6137 -0.0926 -3.5478 0.10
H 0.759 0.426 3.463 -0.1308 0.1340 -0.1859 0.08
H 1.762 -0.510 2.378 -0.1787 -0.1488 -0.0942 0.09
H 0.131 -1.097 2.870 0.1466 0.0345 -0.1932 0.09
C -1.360 -1.038 -2.493 -0.0700 -0.3870 -0.0524 -0.12
C -0.138 -0.626 -1.741 1.0842 -0.3185 1.3076 -0.25
C 0.882 0.047 -2.282 -0.5614 0.3470 0.6474 -0.01
H -0.045 -0.053 0.324 0.7072 1.6503 3.9965 0.12
H -2.228 -0.453 -2.174 0.0234 -0.1703 0.1276 0.08
H -1.257 -0.881 -3.571 0.1774 0.0737 0.1684 0.07
H -1.566 -2.102 -2.343 -0.1844 0.1145 0.0554 0.07
H 0.901 0.341 -3.328 -0.1176 -0.1125 0.0600 0.06
H 1.632 0.504 -1.641 0.1878 -0.4043 -0.1230 0.05

---

(3)
6
Properties=species:S:1:pos:R:3:forces:R:3:lowdin_charge:R:1 method="wB97M-V/def2-TZVPD" e_lumo_ha=0.0142 smiles="O=C(F)Br.Br" orbital_gap_ev=11.48 molar_mass_g_mol=207.824 de_lowest_kcal_mol=1.09 homo_ev=-11.0936
C 4.133 -0.767 -0.329 -0.7493 -2.0941 2.2875 -0.94
O 3.702 -1.667 0.345 0.8164 2.1550 -1.4491 0.08
F 4.398 -0.884 -1.597 0.0518 -0.0268 -0.8726 0.07
Br -0.701 1.615 -0.132 -0.5864 0.1490 -0.5242 0.27
Br 4.632 0.952 0.279 -0.1357 -0.0305 0.0320 0.80
H -1.770 1.887 -1.076 0.6033 -0.1525 0.5264 -0.27

---

Which max |F| belongs to each record? In order, 0.4 4.4 3.2 eV Å⁻¹.